[1]
ORCA calculation (ωB97M-V/def2-TZVPD) on a molecular structure, C48H46N10NiS3 in a non-equilibrium geometry.

Geometry as XYZ:
```
108
Properties=species:S:1:pos:R:3:forces:R:3:mulliken_charge:R:1
Ni -0.1741 -0.1538 0.0119 0.69 -0.11 0.23 -0.8384
S 2.9832 0.6261 0.1507 -0.90 -0.62 -0.59 1.1423
S 2.7277 3.4882 0.9657 -0.41 -0.48 -0.59 1.1031
S 0.0891 3.0437 -0.0603 -0.01 -1.23 0.89 0.8233
N -0.0982 1.7272 0.5869 -0.23 0.83 -0.78 0.0642
N 3.0267 1.9720 1.1017 0.17 0.17 0.22 0.3568
N -0.9943 -4.4301 0.9855 -0.42 -0.07 0.39 0.0948
N -0.5022 -4.2923 -1.3610 -0.19 0.00 -0.55 0.1126
N 1.7368 0.0223 -0.3789 0.88 0.21 0.17 0.8074
N 1.2711 -4.3538 0.2407 0.46 -0.11 0.12 0.2129
N -2.2636 -0.0918 -0.2556 0.13 -0.11 0.11 1.4049
N 1.3381 3.9820 0.4602 0.02 0.28 0.00 -0.3441
N -0.1220 -2.3620 0.0612 -0.14 0.86 -0.07 1.2066
N -7.5734 0.4199 0.0836 -0.49 0.07 0.02 -0.3834
C -4.2374 0.1923 1.0653 -0.05 -0.05 -0.17 -0.8082
C -1.0246 -2.9863 1.0618 -0.29 -0.28 0.20 -0.7638
C 4.0266 4.2480 -0.0325 -0.23 0.01 0.35 0.3232
C 0.3606 3.1808 -1.8552 -0.19 0.11 0.47 0.7964
C 6.3377 4.8590 -0.1483 -0.12 -0.06 0.04 -0.7364
C 0.6104 4.6430 -3.7268 -0.02 0.00 0.14 -0.6693
C 2.9366 6.1790 3.9416 -0.04 -0.09 -0.18 -0.8467
C 5.3950 1.4489 -0.9867 0.10 0.09 0.06 -0.5302
C 3.0613 -0.7284 2.5039 -0.09 0.13 0.00 -0.5123
C -2.4771 3.5913 -0.5558 0.11 -0.04 -0.12 -0.4788
C 1.2377 -2.9107 0.3187 0.60 -0.11 0.02 -0.3428
C -3.8426 5.2644 0.4760 0.00 -0.02 0.03 -0.6838
C -5.0249 0.1949 -0.0872 0.89 -0.09 -0.05 0.4924
C -2.8705 0.0505 0.9264 -0.11 0.10 0.15 -0.2632
C 2.8415 5.5825 2.6955 -0.05 0.06 -0.19 -0.3584
C -2.7674 5.6710 1.2490 -0.04 -0.02 0.07 -0.7010
C -3.0215 -0.0933 -1.3526 -0.02 0.04 -0.29 -0.6206
C -6.4366 0.3231 0.0039 -0.11 0.03 0.00 -0.3880
C 3.2846 4.0234 4.9532 -0.04 -0.02 -0.05 -0.8376
C 0.6329 2.0815 -2.6442 -0.26 -0.37 0.37 0.5569
C 3.5269 -1.6892 3.3860 -0.08 0.08 -0.06 -0.7638
C -1.5347 5.0437 1.1263 0.28 0.03 -0.12 -0.2896
C -1.3996 4.0312 0.1972 0.55 0.19 -0.18 -0.0501
C 6.1766 5.1517 -1.4940 -0.03 -0.02 -0.02 -0.5731
C 4.9387 5.0118 -2.1007 -0.06 -0.04 0.06 -0.6763
C -4.3966 0.0580 -1.3258 -0.03 0.00 0.27 -0.7358
C 5.2579 4.4026 0.5877 0.04 -0.03 0.18 -0.9112
C 3.1938 3.4157 3.7093 0.03 -0.23 -0.25 -0.1062
C 0.9166 2.2703 -3.9888 -0.03 0.05 0.00 -0.7897
C 3.1397 5.3967 5.0691 0.04 -0.04 0.01 -0.4766
C 4.8849 -1.2202 0.9980 -0.01 0.07 -0.16 -0.4382
C 3.8073 0.3584 -2.4442 -0.18 -0.02 0.03 -0.4716
C 2.9588 4.2044 2.5980 -0.05 -0.21 -0.18 -0.3016
C 4.1564 0.8737 -1.2068 -0.19 -0.11 0.56 0.2502
C 6.2992 1.5210 -2.0361 -0.04 -0.01 0.13 -0.9254
C 0.8434 -4.7782 -1.0868 0.15 0.06 0.00 -0.6120
C 0.3574 -4.9154 1.2271 0.07 0.06 0.05 -0.6369
C 3.8506 4.5573 -1.3700 -0.32 -0.10 0.03 0.2272
C -1.3998 -4.8440 -0.3524 -0.16 0.01 -0.03 -0.8061
C 0.9021 3.5479 -4.5279 0.06 -0.12 0.02 -0.7887
C -0.5291 -2.8489 -1.2829 -0.10 -0.25 -0.26 -0.8022
C 3.7494 -0.5037 1.3218 0.15 0.38 -0.21 0.2882
C 5.3465 -2.1787 1.8869 -0.05 -0.05 0.12 -0.8951
C 5.9600 1.0060 -3.2785 -0.02 -0.03 -0.05 -0.7749
C 0.3504 4.4616 -2.3783 -0.05 0.16 -0.17 -0.9769
C 4.6694 -2.4132 3.0736 0.10 0.00 -0.07 -0.6968
C 4.7165 0.4274 -3.4867 -0.01 0.06 0.11 -0.8644
C -3.7032 4.2125 -0.4176 0.11 -0.08 0.02 -0.7969
H 6.6706 1.0392 -4.0897 0.09 0.04 -0.06 0.4585
H 0.6147 1.0940 -2.1899 0.17 0.16 -0.21 0.0485
H -2.5098 -0.2163 -2.2979 0.04 0.01 -0.04 0.5086
H 7.0214 5.4878 -2.0716 0.12 0.12 -0.09 0.4692
H -4.5399 3.8823 -1.0109 -0.14 -0.01 -0.09 0.5242
H 1.1399 1.4187 -4.6130 0.01 -0.07 -0.08 0.5304
H 4.4618 0.0129 -4.4504 -0.02 0.00 -0.07 0.5183
H 5.4004 -1.0425 0.0677 0.10 -0.01 -0.09 0.4792
H 3.0032 -1.8773 4.3130 -0.03 0.02 0.02 0.4831
H -2.0545 -2.6612 0.8860 0.11 0.11 -0.05 0.2223
H 0.3652 -6.0043 1.1526 0.02 0.06 0.04 0.3623
H 0.1375 5.3009 -1.7338 -0.03 0.17 0.00 0.4493
H -4.6870 0.2917 2.0419 0.02 0.01 0.03 0.6120
H 5.6491 1.8317 -0.0107 0.09 -0.01 0.10 0.7548
H 1.5392 -4.3860 -1.8316 -0.03 -0.02 -0.02 0.3051
H -4.9722 0.0605 -2.2390 0.02 -0.03 -0.05 0.5500
H 0.6803 -4.6270 2.2293 -0.01 0.00 0.01 0.2887
H 3.4680 3.4228 5.8305 0.00 -0.07 0.05 0.4773
H 1.9318 -2.4995 -0.4206 -0.16 0.07 0.13 0.0220
H -4.7971 5.7585 0.5679 -0.07 0.08 0.05 0.4284
H 2.8353 -0.0928 -2.5694 -0.06 -0.09 0.00 0.3765
H -0.7168 -2.6695 2.0635 0.03 0.02 -0.08 0.2704
H 6.2361 -2.7404 1.6495 0.07 -0.07 -0.02 0.4870
H 0.8452 -5.8687 -1.1344 0.04 0.07 -0.04 0.3657
H 5.3718 4.1622 1.6349 0.07 0.01 0.10 0.5817
H 7.2733 1.9593 -1.8743 0.04 0.03 0.00 0.5495
H 2.6819 6.1665 1.8024 -0.05 0.20 -0.06 0.5288
H 5.0353 -3.1609 3.7590 0.04 -0.08 0.08 0.4464
H -1.3749 -5.9325 -0.4117 -0.06 0.03 -0.01 0.3442
H -2.8896 6.4830 1.9486 0.02 0.06 0.09 0.4593
H 3.1913 5.8645 6.0408 0.05 0.02 0.07 0.4381
H 4.8157 5.2616 -3.1433 -0.03 -0.01 -0.09 0.4872
H -1.5452 -2.5098 -1.5030 0.04 0.05 0.11 0.1596
H 0.5849 5.6346 -4.1492 0.01 0.12 -0.05 0.5037
H 3.3073 2.3517 3.5809 0.01 -0.19 0.09 0.5796
H 1.1165 3.6902 -5.5753 0.01 0.02 -0.12 0.4568
H 2.8812 4.4496 -1.8326 -0.11 -0.02 -0.06 0.2166
H -2.4177 -4.4987 -0.5455 -0.01 -0.04 0.00 0.3296
H 7.2967 4.9858 0.3289 0.09 0.01 0.05 0.4363
H 1.5591 -2.6033 1.3181 -0.05 0.07 -0.12 -0.1666
H -2.2268 0.0577 1.7980 -0.04 0.06 0.06 0.4237
H 0.1539 -2.4250 -2.0266 0.01 -0.02 0.07 0.1831
H 2.1689 -0.1515 2.7019 -0.11 0.03 0.17 0.4826
H 2.8519 7.2496 4.0295 -0.03 0.13 0.00 0.4711
H -0.6895 5.3410 1.7259 0.12 0.12 0.07 0.5539
H -2.3336 2.7765 -1.2505 -0.10 -0.07 -0.16 0.5467
```
Forces are in eV/Å.

## Properties
**Net charge**: +2
**HOMO energy (spin up / spin down)**: -0.479 / -0.479 hartree
**⟨S²⟩**: 2.006
**Multiplicity**: 3
**LUMO level (spin up / spin down)**: -5.1567 / -5.4876 eV
**F_max**: 1.5 eV/A

[2]
ORCA calculation (ωB97M-V/def2-TZVPD) on a molecular structure, C48H47AsInN5O3 in a non-equilibrium geometry.

Geometry as XYZ:
```
105
Properties=species:S:1:pos:R:3:forces:R:3:mulliken_charge:R:1
In 0.2813 -1.0577 -0.1367 0.31 -0.49 -0.14 3.4351
As -2.5241 -1.1801 -0.7486 -0.78 -0.21 -0.31 1.2183
O 2.2791 -0.2015 0.3139 -0.38 -0.20 0.00 -0.4896
O -1.4640 -0.9456 3.9230 -0.18 0.98 0.09 -0.5164
O -0.5291 2.8669 -1.9786 -0.14 0.48 0.72 -0.5461
N 4.4455 -0.9042 0.2363 0.02 0.05 -0.08 0.6641
N 3.9003 1.2960 0.7439 -0.05 -0.08 0.08 0.5023
N -0.6837 0.8366 0.9422 0.09 0.11 -0.04 1.0495
N 0.0127 0.7419 -1.6198 -0.41 -0.13 1.03 1.1728
N -0.4586 -1.5354 2.0335 0.07 0.94 -0.36 0.1642
C -2.4883 -0.5671 -5.4013 0.05 0.02 -0.04 -0.9715
C -1.2545 -2.3593 4.0687 -0.03 -0.93 0.11 -0.7058
C -1.9695 -2.0310 -3.5643 0.05 -0.19 0.14 -0.5923
C -3.5834 0.4346 -0.8304 0.02 0.21 -0.09 -0.2712
C -1.1487 0.7406 2.1855 -0.24 0.78 -0.03 -0.9302
C -4.3342 2.1353 -2.3687 0.08 -0.08 -0.05 -0.7447
C 1.9779 0.8729 -2.9489 -0.04 -0.03 -0.20 0.0246
C 3.4690 -4.1142 3.7946 0.02 -0.17 -0.05 -0.5903
C 6.2375 0.7574 0.2048 -0.14 -0.05 0.20 -0.2002
C -0.1141 2.3861 -3.2679 0.06 -0.36 -0.82 -0.8323
C -3.8113 -2.5593 -0.2268 0.27 0.13 -0.13 0.7710
C -4.2846 -3.4950 -1.1355 0.16 0.21 -0.17 -0.3062
C 4.0602 -2.2577 -0.0950 -0.38 -0.16 0.06 -0.8889
C -4.8888 2.2765 -0.0325 -0.05 -0.01 0.06 -0.8454
C -3.0057 0.3716 -4.5244 -0.02 -0.02 0.15 -0.3156
C -1.9838 -1.7693 -4.9283 0.04 -0.04 -0.01 -1.0581
C -0.4668 -2.7664 2.7934 0.12 -0.52 0.32 -0.3722
C 2.5536 -0.3622 -3.2226 -0.10 0.07 -0.06 -0.1047
C -2.5147 -1.1141 -2.6800 0.05 0.09 -0.27 -0.0555
C -5.1762 -3.5399 1.4927 0.00 0.02 0.05 -0.9347
C -0.4524 1.8407 -1.1508 0.32 -0.68 -0.72 -0.1638
C -4.2387 -2.6015 1.0959 0.21 0.22 0.04 -0.1314
C -1.7991 1.8054 2.8074 0.17 -0.23 -0.09 -0.3253
C -0.9861 -0.6054 2.7400 0.20 -1.03 -0.29 0.2601
C 4.1593 1.7947 -2.5751 0.03 0.07 0.01 -0.8974
C -4.2031 1.0968 0.2133 0.06 -0.17 0.13 -0.4333
C -1.5469 3.0528 0.7715 0.20 -0.24 -0.05 -0.7855
C 0.5227 -3.1145 -0.9239 -0.12 0.99 0.28 -1.7507
C -5.6776 -4.4478 0.5732 0.00 -0.01 0.02 -0.6584
C 3.1471 -2.7734 3.9132 0.04 0.17 0.07 -0.7826
C 2.7845 1.9437 -2.5891 -0.08 -0.11 -0.14 -0.2917
C 0.4708 0.9878 -2.9771 0.33 0.00 -0.42 0.0425
C 1.8815 -2.3308 3.5730 -0.11 -0.03 -0.02 -0.1872
C -4.9450 2.7957 -1.3171 -0.01 0.05 -0.01 -1.0472
C -3.0476 0.0955 -3.1611 0.21 -0.38 -0.14 -0.0768
C -0.8984 1.9418 0.2360 -0.32 0.47 0.63 -0.1952
C 5.2842 1.7082 0.9073 0.43 -0.05 -0.02 -0.8211
C 3.5159 0.0462 0.4269 -0.16 -0.01 -0.07 -1.0761
C -5.2211 -4.4330 -0.7335 0.01 -0.05 -0.05 -0.7408
C 1.2735 -4.5694 2.9426 -0.06 0.16 0.06 -0.3449
C 5.8501 -0.6772 0.5297 0.34 0.33 0.07 -0.7195
C -3.6535 0.9454 -2.1378 -0.14 0.10 0.46 1.2882
C 3.9283 -0.5099 -3.2036 0.03 -0.05 0.04 -1.0640
C 4.7308 0.5769 -2.9007 0.06 -0.07 -0.10 -0.4987
C -1.9776 2.9807 2.0884 0.15 -0.08 -0.07 -1.2613
C 2.5308 -5.0139 3.3121 0.10 0.00 0.03 -0.8071
C 0.9404 -3.2277 3.0828 -0.07 -0.19 -0.01 0.3921
C 2.9199 2.3368 0.9579 -0.22 -0.05 0.06 -1.1095
H 5.3838 2.7110 0.4864 0.00 0.00 0.06 0.4241
H -5.4930 3.7059 -1.5081 -0.04 0.08 0.01 0.4546
H 0.0697 0.2281 -3.6524 -0.11 0.09 0.05 0.2682
H 7.2562 0.9460 0.5399 0.01 0.03 -0.02 0.4380
H 1.1720 -3.6828 -0.2665 0.09 -0.05 0.06 0.5278
H -0.9912 -3.5362 2.2154 0.02 0.09 0.15 0.6040
H 2.3508 2.9027 -2.3436 -0.05 0.13 -0.01 0.4418
H -0.7010 -2.5430 4.9922 -0.05 0.12 -0.16 0.4081
H -1.7084 3.9327 0.1667 -0.01 0.02 -0.04 0.6851
H 3.8694 -2.0710 4.3023 0.08 0.03 0.05 0.4730
H -2.2284 -2.8507 4.1288 0.07 0.17 0.01 0.3531
H -1.6099 -2.5040 -5.6258 0.07 -0.05 -0.02 0.4750
H 0.9213 -3.0944 -1.9326 0.05 -0.07 -0.09 0.3565
H -3.8433 -1.8861 1.8137 -0.08 -0.03 0.04 0.3825
H 2.7696 -6.0637 3.2463 0.06 -0.10 -0.05 0.4520
H 2.8379 2.9743 0.0750 -0.02 0.06 0.01 0.2677
H 5.5248 1.7680 1.9753 -0.05 0.05 -0.05 0.3571
H -0.4762 -3.5490 -0.9237 0.01 -0.06 -0.02 0.5169
H -6.4228 -5.1661 0.8777 -0.04 -0.09 0.03 0.4146
H 3.1581 -2.2372 -0.7029 0.06 -0.10 -0.01 0.0476
H -1.5582 -2.9656 -3.1980 0.01 0.01 -0.05 0.4887
H -2.1551 1.7114 3.8216 -0.03 -0.06 0.08 0.6624
H 0.5383 -5.2732 2.5812 -0.10 -0.08 -0.08 0.4867
H 6.0493 -0.8942 1.5863 0.04 -0.04 -0.07 0.2667
H -5.5944 -5.1495 -1.4474 -0.07 -0.09 -0.08 0.4500
H -3.3915 1.3061 -4.9087 -0.08 0.02 -0.01 0.4985
H 3.2345 2.9442 1.8046 -0.02 0.07 0.03 0.5263
H 1.6124 -1.2928 3.7263 0.06 0.09 -0.06 0.3401
H 0.6058 3.0774 -3.7051 -0.09 0.01 0.15 0.3864
H 3.8726 -2.8528 0.8044 -0.02 -0.03 -0.02 0.0800
H -2.4885 -0.3642 -6.4620 0.01 0.01 -0.07 0.4520
H 4.8623 -2.7261 -0.6626 -0.02 0.03 -0.02 0.4846
H -3.9276 -3.4738 -2.1583 -0.12 -0.06 -0.02 0.3417
H -5.5188 -3.5659 2.5159 -0.04 0.03 0.10 0.4579
H 1.9472 1.8986 1.1750 0.10 0.05 -0.01 0.0466
H 1.9224 -1.2076 -3.4729 -0.03 0.01 -0.08 0.5537
H 4.4407 -4.4685 4.0988 0.14 -0.02 0.02 0.4622
H 4.3689 -1.4671 -3.4383 0.07 -0.07 -0.06 0.5117
H 4.7833 2.6392 -2.3275 0.12 0.12 0.02 0.4834
H -4.1716 0.6807 1.2145 -0.05 0.05 0.02 0.5190
H -2.4653 3.8295 2.5439 -0.06 0.02 0.04 0.5331
H 6.4455 -1.3665 -0.0731 -0.12 0.01 0.09 0.4331
H -5.3985 2.7818 0.7724 -0.07 0.07 0.11 0.5288
H -1.0025 2.3359 -3.9041 0.14 0.00 0.12 0.2546
H 6.1958 0.9227 -0.8695 0.03 -0.06 0.07 -0.1727
H -4.4156 2.5311 -3.3707 -0.01 0.05 -0.06 0.4644
H 5.8044 0.4756 -2.9334 0.11 -0.02 -0.03 0.5690
```
Forces are in eV/Å.

## Properties
**Net charge**: +2
**HOMO energy**: -0.481 hartree
**ΔE to the lowest compared entry with this formula, charge and spin**: 0.0 kcal/mol
**LUMO level**: -5.8860 eV
**F_max**: 1.1 eV/A

> Which of these has the lowest F_max?

C48H47AsInN5O3

> Which value of F_max does entry 1 give?

1.5 eV/A